(1)
{
  "formula": "CH6O2",
  "method": "wB97M-V/def2-TZVPD",
  "species": ["O", "O", "C", "H", "H", "H", "H", "H", "H"],
  "xyz": [[1.719, 0.417, 0.042], [-1.815, 0.377, -0.255], [-0.621, 0.836, 0.244], [-0.659, 0.786, 1.418], [-0.467, 1.913, 0.032], [-0.489, -1.959, -0.382], [0.340, 0.220, -0.159], [2.474, 0.112, -0.445], [-0.482, -2.702, -0.495]],
  "atomic_forces_ev_per_a": [[-3.108, 0.978, 1.735], [5.587, 1.154, 1.360], [-9.290, 2.047, 2.122], [1.089, -1.194, -1.866], [0.826, -0.741, -1.059], [-0.028, -0.473, -0.066], [5.001, -1.134, -0.804], [-0.100, -1.026, -1.479], [0.022, 0.388, 0.056]],
  "homo_ha": -0.403,
  "orbital_gap_ev": 7.433,
  "e_above_lowest_ev": 6.647,
  "charge": 0
}

***

(2)
{
  "formula": "C23H32FN3O2",
  "method": "wB97M-V/def2-TZVPD",
  "species": ["F", "O", "O", "N", "N", "N", "C", "C", "C", "C", "C", "C", "C", "C", "C", "C", "C", "C", "C", "C", "C", "C", "C", "C", "C", "C", "C", "C", "C", "H", "H", "H", "H", "H", "H", "H", "H", "H", "H", "H", "H", "H", "H", "H", "H", "H", "H", "H", "H", "H", "H", "H", "H", "H", "H", "H", "H", "H", "H", "H", "H"],
  "xyz": [[6.670, -0.582, -2.837], [-0.442, -1.593, -2.347], [-0.508, -2.192, -0.198], [-3.301, 2.833, -0.764], [-3.346, 2.639, 0.554], [0.955, 1.739, -0.174], [-2.112, 2.680, 1.113], [-1.220, 2.923, 0.079], [1.525, -0.528, 0.514], [-1.880, 2.536, 2.575], [1.718, 0.153, -1.864], [4.441, -2.025, 0.271], [1.435, -1.025, -0.929], [-5.112, 0.959, 0.801], [-2.031, 3.005, -1.066], [5.936, -1.053, -1.806], [2.401, -2.213, -1.187], [0.059, -1.600, -1.252], [6.534, -1.195, -0.568], [-2.220, -3.479, 0.861], [0.598, 0.666, 0.731], [0.784, 1.319, -1.551], [-1.772, -2.818, -0.429], [4.612, -1.379, -2.027], [-4.612, 2.359, 1.175], [3.845, -1.866, -0.976], [0.275, 2.993, 0.133], [-4.214, -0.141, 1.353], [5.769, -1.691, 0.473], [3.860, -2.420, 1.091], [-1.497, -4.231, 1.167], [-2.307, -2.739, 1.651], [1.030, 2.163, -2.199], [-5.331, 3.103, 0.820], [0.711, 1.028, 1.756], [1.262, -1.325, 1.210], [6.214, -1.821, 1.448], [-2.487, -2.056, -0.758], [-1.735, 3.193, -2.079], [-0.451, 0.344, 0.595], [-4.505, 2.451, 2.257], [2.253, -2.547, -2.216], [4.192, -1.259, -3.013], [0.601, 3.300, 1.132], [-4.588, -1.118, 1.056], [7.571, -0.930, -0.435], [-6.125, 0.837, 1.186], [-1.661, -3.548, -1.238], [1.570, -0.154, -2.900], [2.550, -0.209, 0.708], [-2.106, 1.525, 2.915], [-2.502, 3.235, 3.135], [2.121, -3.027, -0.515], [2.749, 0.479, -1.726], [-3.201, -0.032, 0.972], [-0.839, 2.748, 2.802], [-3.184, -3.955, 0.711], [-5.146, 0.893, -0.287], [0.632, 3.737, -0.584], [-0.256, 1.016, -1.764], [-4.183, -0.104, 2.441]],
  "atomic_forces_ev_per_a": [[-0.056, -0.035, 0.079], [-0.058, -0.005, -0.071], [0.067, -0.083, 0.393], [-0.567, 0.008, -0.614], [0.612, 0.157, 0.116], [0.141, 0.039, 0.016], [0.230, 0.139, -0.203], [-0.079, -0.006, 0.229], [-0.241, 0.094, 0.018], [-0.063, -0.023, -0.044], [-0.325, 0.039, -0.009], [-0.017, -0.042, 0.008], [0.078, -0.039, -0.023], [0.188, 0.077, 0.159], [-0.079, -0.043, 0.405], [-0.040, -0.026, 0.101], [-0.058, 0.142, 0.016], [0.128, 0.124, -0.180], [0.036, 0.068, -0.208], [0.297, 0.254, -0.274], [0.205, -0.119, 0.099], [0.174, -0.071, -0.135], [-0.437, -0.230, -0.173], [0.209, 0.025, -0.002], [-0.605, -0.277, -0.150], [0.129, -0.106, 0.030], [-0.044, -0.051, 0.080], [-0.176, 0.126, -0.113], [-0.022, 0.010, -0.012], [-0.085, -0.044, 0.086], [0.031, -0.105, 0.066], [-0.056, 0.049, 0.118], [-0.061, -0.008, -0.029], [0.126, -0.006, 0.134], [-0.071, -0.017, 0.018], [0.073, -0.029, 0.025], [0.046, -0.012, 0.081], [0.111, -0.104, 0.000], [0.036, 0.042, -0.258], [0.004, 0.064, 0.070], [0.025, 0.056, -0.064], [-0.025, -0.058, 0.016], [-0.040, 0.024, -0.135], [0.010, 0.077, -0.086], [0.029, -0.135, 0.009], [0.109, 0.031, -0.017], [-0.057, 0.034, -0.044], [-0.045, 0.140, 0.093], [0.072, -0.029, -0.031], [-0.005, -0.020, 0.025], [0.016, -0.052, 0.089], [0.020, 0.001, 0.092], [-0.002, -0.047, -0.047], [0.006, -0.004, -0.005], [0.172, -0.032, -0.023], [0.034, -0.002, 0.052], [-0.107, -0.055, 0.004], [-0.095, 0.046, 0.008], [0.017, 0.020, 0.114], [0.040, 0.076, -0.028], [0.045, -0.047, 0.128]],
  "homo_ha": -0.309,
  "smiles": "CCCn1ncc(CN2CCC(Cc3cccc(F)c3)(C(=O)OCC)CC2)c1C",
  "orbital_gap_ev": 9.095,
  "e_above_lowest_ev": 0.622,
  "charge": 0
}

***

(3)
{
  "formula": "C22H43N2OP2SYb",
  "method": "wB97M-V/def2-TZVPD",
  "species": ["Yb", "S", "P", "P", "O", "N", "N", "C", "C", "C", "C", "C", "C", "C", "C", "C", "C", "C", "C", "C", "C", "C", "C", "C", "C", "C", "C", "C", "C", "H", "H", "H", "H", "H", "H", "H", "H", "H", "H", "H", "H", "H", "H", "H", "H", "H", "H", "H", "H", "H", "H", "H", "H", "H", "H", "H", "H", "H", "H", "H", "H", "H", "H", "H", "H", "H", "H", "H", "H", "H", "H", "H"],
  "xyz": [[1.262, 0.456, -0.102], [1.017, 2.469, 1.692], [-0.313, -0.285, -2.801], [0.865, -1.480, 2.093], [-0.890, -0.447, -0.063], [-0.204, -2.433, -1.144], [-0.057, 4.573, 0.523], [-0.606, -2.659, 4.309], [0.831, -3.102, 1.198], [0.023, -1.926, -3.547], [2.262, -0.439, 4.316], [-0.517, -0.980, -1.143], [2.320, -1.570, 3.270], [-0.340, -3.290, 0.172], [-0.317, 3.350, 1.101], [-2.360, 5.057, 0.252], [2.595, -2.940, 3.882], [1.038, 2.172, -2.266], [-0.702, -1.670, 3.138], [1.759, 0.826, -4.332], [-1.816, 0.607, -3.310], [-1.041, 5.420, 0.089], [-2.249, 1.611, -2.263], [-1.221, -0.302, 3.601], [-1.654, 2.960, 1.234], [0.094, -3.045, -2.517], [-2.679, 3.822, 0.821], [1.204, 0.744, -2.905], [-1.702, 1.170, -4.715], [2.051, 2.606, -2.115], [1.106, -3.512, -2.520], [-1.361, 0.440, -5.447], [-1.048, 2.035, -4.770], [-1.309, -2.948, 0.503], [-2.154, -0.449, 4.169], [0.766, -2.638, -0.989], [0.927, 4.833, 0.423], [-1.847, 1.989, 1.676], [0.921, -1.888, -4.180], [0.002, -2.256, 5.140], [2.550, -3.742, 3.141], [1.503, -0.632, 5.098], [-1.672, 2.530, -2.293], [0.475, 2.224, -1.290], [3.043, -0.249, -0.339], [-2.205, 1.222, -1.246], [3.608, -2.935, 4.299], [1.960, -0.176, -4.715], [-0.805, -2.150, -4.221], [1.846, -3.195, 0.775], [1.909, -3.173, 4.701], [3.243, -0.371, 4.819], [-1.438, 0.343, 2.740], [-3.708, 3.512, 0.946], [-1.625, -2.820, 4.708], [-0.692, -3.785, -2.535], [-0.704, 6.341, -0.377], [0.505, 2.845, -2.971], [-0.304, -4.277, -0.272], [-2.559, -0.203, -3.326], [-2.685, 1.497, -5.050], [-1.430, -2.086, 2.417], [-3.288, 1.888, -2.441], [3.148, -1.333, 2.571], [-3.147, 5.733, -0.079], [1.066, 1.343, -5.002], [1.950, 0.199, -2.278], [-0.496, 0.214, 4.250], [0.749, -3.913, 1.928], [-0.215, -3.648, 4.012], [2.054, 0.543, 3.852], [2.706, 1.372, -4.298]],
  "atomic_forces_ev_per_a": [[-2.130, -0.901, 1.611], [0.571, -0.262, -0.007], [-0.479, -1.894, 2.969], [-0.380, 0.260, 0.866], [-0.389, 1.939, 2.777], [3.718, -1.128, 0.779], [-0.865, -0.133, -0.124], [-0.166, -0.065, 0.191], [-0.268, 0.239, -0.310], [-0.206, 0.173, -1.294], [0.055, 0.061, 0.097], [1.675, 0.233, -4.145], [-0.001, -0.048, -0.694], [-0.569, 0.554, -0.649], [-0.046, 0.828, -0.258], [0.022, 0.548, -0.352], [0.245, 0.039, 0.295], [0.075, 0.114, -0.451], [0.157, 0.141, -0.467], [0.205, 0.229, 0.238], [0.220, -0.624, -0.658], [0.241, -0.641, 0.320], [-0.295, 0.362, 0.471], [-0.113, -0.023, 0.064], [-0.553, 0.677, -0.364], [-1.196, -0.245, 0.402], [1.029, -0.773, 0.333], [-0.096, 0.740, 0.120], [-0.312, 0.253, -0.357], [-0.528, -0.244, 0.008], [-0.857, 0.211, 0.147], [0.072, -0.117, 0.015], [0.110, 0.137, 0.065], [-0.224, -0.662, 0.698], [0.306, 0.136, -0.148], [1.548, 1.901, 0.673], [-0.391, -0.059, 0.154], [-0.088, 0.225, -0.081], [-0.263, -0.145, 0.298], [-0.252, -0.241, -0.439], [0.065, 0.035, 0.141], [0.356, 0.095, -0.429], [0.104, 0.113, -0.120], [0.199, 0.191, -0.936], [0.363, -0.326, -0.296], [0.049, -0.169, -0.020], [-0.137, -0.079, -0.050], [0.053, 0.186, -0.098], [-0.024, 0.216, -0.177], [-0.384, -0.240, -0.366], [0.167, 0.015, -0.211], [-0.432, -0.027, -0.206], [0.101, -0.209, 0.243], [-0.023, 0.103, -0.019], [0.423, 0.054, -0.157], [0.038, -0.421, -1.224], [-0.145, -0.120, 0.161], [0.223, -0.419, 0.559], [-0.443, -0.431, 0.510], [0.152, -0.011, 0.065], [-0.073, 0.077, -0.002], [0.200, 0.264, 0.243], [-0.039, 0.011, -0.124], [-0.185, -0.093, 0.311], [0.266, -0.142, 0.088], [0.210, -0.102, 0.104], [-0.038, -0.130, -0.607], [-0.289, -0.177, -0.217], [-0.183, -0.033, -0.153], [-0.116, 0.432, 0.163], [0.046, -0.405, 0.227], [-0.087, -0.056, -0.195]],
  "homo_ha": [-0.449, -0.444],
  "spin_multiplicity": 2,
  "orbital_gap_ev": [6.391, 6.227],
  "charge": 2
}

***

(4)
{
  "formula": "C5H10N2O",
  "method": "wB97M-V/def2-TZVPD",
  "species": ["O", "N", "N", "C", "C", "C", "C", "C", "H", "H", "H", "H", "H", "H", "H", "H", "H", "H"],
  "xyz": [[0.206, -3.646, -0.798], [-0.191, 0.840, -2.128], [0.324, 1.970, 1.406], [0.139, -3.187, 0.405], [0.646, -0.552, 0.501], [-0.004, -1.846, 0.975], [-0.196, 0.748, 0.336], [-0.245, 2.654, 0.416], [0.451, 3.322, -0.100], [0.516, 1.426, -2.467], [-0.337, 0.858, -0.768], [-1.241, 2.997, 0.629], [-0.508, -1.778, 1.897], [-1.272, 0.546, 0.567], [-0.913, 0.798, -2.776], [1.429, -0.451, 1.210], [1.133, -0.745, -0.525], [0.060, -3.957, 1.220]],
  "atomic_forces_ev_per_a": [[0.220, 2.541, 4.129], [0.757, -1.718, 1.706], [-0.318, -2.100, -2.961], [-0.814, -1.872, -2.782], [-0.160, -1.641, -2.498], [0.897, 1.797, -2.342], [-1.501, -0.692, 6.692], [2.566, 0.626, 3.441], [-0.415, 0.103, -0.851], [1.190, 1.325, -0.355], [0.367, 0.403, -4.459], [-1.353, -0.631, -1.300], [-0.541, -0.152, 1.100], [0.384, 0.209, -0.114], [-1.940, 0.223, -1.107], [1.095, 0.941, 0.725], [-0.584, 0.247, 1.397], [0.152, 0.392, -0.421]],
  "homo_ha": -0.279,
  "orbital_gap_ev": 4.356,
  "e_above_lowest_ev": 12.193,
  "charge": 0
}

***

(5)
{
  "formula": "C27H29BrN4O2SSe2SiW",
  "method": "wB97M-V/def2-TZVPD",
  "species": ["W", "Br", "Se", "Se", "S", "Si", "O", "O", "N", "N", "N", "N", "C", "C", "C", "C", "C", "C", "C", "C", "C", "C", "C", "C", "C", "C", "C", "C", "C", "C", "C", "C", "C", "C", "C", "C", "C", "C", "C", "H", "H", "H", "H", "H", "H", "H", "H", "H", "H", "H", "H", "H", "H", "H", "H", "H", "H", "H", "H", "H", "H", "H", "H", "H", "H", "H", "H", "H"],
  "xyz": [[-0.312, -0.165, -0.510], [2.382, 0.432, -7.783], [-1.108, 0.775, 1.587], [0.787, 1.720, -0.886], [0.903, -2.227, 1.094], [-0.403, 2.898, 2.357], [1.381, -3.558, 0.963], [-0.561, -2.029, 0.861], [-2.507, -0.529, -0.729], [1.491, -1.215, -0.069], [0.256, -1.893, -1.820], [-1.018, 0.301, -2.718], [-4.628, -1.162, 0.150], [-1.314, 2.923, 3.975], [-2.265, 0.576, -2.796], [-5.276, -0.471, -0.857], [-0.956, 4.198, 1.156], [-0.799, 0.299, -5.154], [2.266, -3.266, -3.074], [1.488, -1.949, -1.301], [2.487, 0.140, 6.384], [0.455, -1.540, 3.661], [1.342, 0.415, -6.223], [1.958, 0.462, -4.980], [2.094, -0.425, 5.051], [-3.243, -1.155, 0.197], [2.604, -0.891, 2.732], [1.429, 2.775, 2.629], [-0.007, -2.516, -2.974], [0.980, -3.238, -3.615], [-0.196, 0.392, -3.896], [-3.141, 0.104, -1.735], [1.195, 0.441, -3.827], [2.547, -2.597, -1.890], [2.964, -0.370, 3.964], [0.839, -1.017, 4.880], [1.347, -1.460, 2.596], [-0.039, 0.325, -6.310], [-4.516, 0.176, -1.824], [1.710, 0.455, -2.881], [-2.038, 4.162, 1.026], [0.159, -1.076, 5.721], [-1.009, 2.089, 4.610], [-5.180, -1.697, 0.909], [1.736, 3.702, 3.125], [3.525, -2.598, -1.432], [0.755, -3.766, -4.530], [-2.395, 2.885, 3.846], [2.251, -0.558, 7.187], [-2.702, 1.063, -3.661], [-0.489, 4.063, 0.178], [3.285, -0.849, 1.892], [3.036, 0.512, -4.913], [1.650, 1.948, 3.306], [-1.866, 0.160, -5.253], [-1.077, 3.849, 4.506], [-0.516, -1.999, 3.534], [1.939, 1.063, 6.586], [-6.356, -0.443, -0.901], [-1.013, -2.437, -3.363], [-0.520, 0.253, -7.275], [-0.686, 5.196, 1.509], [3.045, -3.819, -3.582], [-2.704, -1.655, 0.987], [2.041, 2.670, 1.735], [3.941, 0.078, 4.086], [3.551, 0.364, 6.424], [-4.979, 0.706, -2.644]],
  "atomic_forces_ev_per_a": [[-0.273, -0.171, -0.785], [-0.019, 0.002, 0.019], [-0.252, 0.073, 0.299], [0.257, 0.381, 0.112], [0.069, 0.117, 0.286], [0.099, -0.139, 0.141], [0.054, -0.045, 0.050], [-0.094, 0.192, -0.035], [-0.110, -0.251, 0.137], [0.130, -0.120, -0.253], [0.131, 0.027, -0.103], [-0.092, -0.022, 0.307], [0.006, 0.015, -0.010], [0.037, 0.103, -0.031], [0.125, -0.028, -0.003], [-0.060, -0.015, 0.022], [-0.011, -0.132, -0.146], [0.029, -0.003, 0.044], [-0.029, 0.002, -0.012], [0.030, 0.227, 0.316], [-0.001, 0.007, -0.004], [0.061, 0.030, -0.008], [0.064, 0.006, -0.003], [-0.012, 0.003, -0.055], [0.011, -0.003, 0.016], [0.022, 0.005, -0.055], [0.034, -0.007, -0.016], [0.006, 0.169, 0.090], [0.009, -0.094, -0.020], [0.022, 0.042, 0.076], [0.030, 0.004, -0.110], [-0.018, 0.060, -0.026], [-0.051, -0.005, 0.021], [-0.071, -0.145, -0.164], [0.008, -0.038, -0.019], [-0.028, -0.019, -0.005], [-0.088, -0.228, 0.014], [-0.034, 0.000, 0.013], [0.053, 0.007, 0.004], [0.020, -0.020, -0.040], [-0.007, 0.033, 0.006], [0.001, -0.001, 0.003], [-0.003, -0.013, -0.008], [0.004, -0.004, 0.004], [0.053, -0.028, -0.015], [-0.003, 0.005, 0.012], [-0.019, 0.006, -0.003], [-0.011, -0.013, -0.015], [-0.001, -0.006, 0.003], [0.010, -0.024, -0.023], [-0.030, 0.074, -0.001], [0.008, 0.010, 0.006], [0.006, 0.000, 0.006], [-0.015, 0.014, -0.036], [-0.014, -0.006, -0.034], [-0.007, -0.009, 0.010], [-0.008, -0.001, 0.020], [-0.001, 0.001, -0.003], [-0.001, 0.002, 0.002], [0.004, -0.004, -0.006], [-0.007, 0.001, -0.001], [0.021, -0.011, 0.064], [0.014, 0.006, 0.012], [-0.021, 0.001, -0.003], [-0.046, -0.028, -0.053], [0.003, -0.001, -0.002], [0.000, 0.003, 0.001], [0.009, 0.003, -0.007]],
  "homo_ha": -0.510,
  "orbital_gap_ev": 6.418,
  "e_above_lowest_ev": 1.032,
  "charge": 2
}